ORCA calculation (wB97M-V/def2-TZVPD) on 12 unconnected molecules or ions with the total composition C35H99N15O17 at a distorted geometry.

```
166
Properties=species:S:1:pos:R:3:forces:R:3:lowdin_charge:R:1
C -1.833851 -0.361100 5.926430 -0.78 0.92 -0.75 -0.0933
O -2.501836 -1.575501 5.587296 -0.17 -0.10 1.81 -0.2462
C -3.019066 -2.292465 6.744202 -1.45 -0.72 -2.16 -0.1753
C -3.508813 -3.658575 6.210451 2.23 0.95 -0.85 -0.1935
N -2.471882 -4.477601 5.565672 1.54 -0.43 0.02 -0.0521
C -1.182423 -4.743074 6.323751 -1.50 0.72 0.23 -0.1687
C -0.333643 -5.853147 5.680531 -0.99 1.09 -0.99 -0.2112
O 0.135142 -5.277653 4.465487 0.38 -0.01 -0.21 -0.2372
C 1.176279 -6.020194 3.824246 -1.10 0.34 1.09 -0.0804
H -2.579147 0.463483 6.134278 0.69 -0.83 -0.03 0.1091
H -1.296517 -0.083876 5.009373 -0.01 0.11 0.38 0.0699
H -1.125216 -0.433984 6.760078 -0.18 -0.31 -0.08 0.0906
H -3.894572 -1.850067 7.260938 0.58 0.53 -0.40 0.1327
H -2.247059 -2.495805 7.427737 1.21 0.16 1.08 0.0874
H -4.211843 -3.521603 5.421713 -0.90 0.36 -0.38 0.1090
H -3.973722 -4.146376 7.015621 -0.59 -1.06 1.09 0.0951
H -2.168017 -4.000873 4.714883 -0.41 -0.19 0.13 0.0921
H -1.553579 -4.992386 7.345013 0.80 -0.01 -0.46 0.1243
H -0.567361 -3.795847 6.336362 -0.33 -0.96 0.29 0.1247
H -0.907888 -6.744309 5.433833 -0.34 -0.14 0.24 0.1222
H 0.515556 -6.136924 6.265928 0.56 -0.09 0.80 0.1032
H 1.710911 -5.307483 3.230924 0.42 0.21 -0.51 0.0739
H 0.742273 -6.811109 3.222403 0.10 -0.30 -0.22 0.0850
H 1.819777 -6.429323 4.601002 0.33 -0.21 -0.13 0.0834
C 0.219960 -5.760410 -0.309162 0.84 0.48 -0.91 -0.0946
O -0.126156 -4.732776 -1.247799 0.52 -0.91 0.72 -0.2321
C 0.958799 -4.276572 -2.062152 0.03 0.17 0.64 -0.1849
C 0.309070 -3.144245 -2.891588 0.99 -0.76 1.92 -0.2002
N 1.370403 -2.355950 -3.484955 -1.03 -0.36 -0.04 -0.0192
C 0.866104 -1.295882 -4.287664 -0.14 2.37 -1.57 -0.2491
C 1.055043 -1.475666 -5.776435 1.65 -0.58 -1.27 -0.2311
O 0.259851 -2.526042 -6.317577 -0.93 -0.03 -0.16 -0.2167
C 0.930233 -3.651439 -6.863433 1.97 0.91 1.61 -0.1052
H -0.641169 -6.051631 0.229871 -1.18 -0.24 0.35 0.0681
H 0.954869 -5.479040 0.443321 0.26 0.61 -0.03 0.0759
H 0.636430 -6.630899 -0.805330 -0.02 -0.27 -0.33 0.0859
H 1.447206 -5.116553 -2.632157 -0.67 0.75 0.24 0.1356
H 1.762913 -3.842627 -1.393213 -0.65 -0.28 -0.61 0.1293
H -0.401528 -2.679492 -2.140458 0.95 0.27 -0.94 0.0993
H -0.344526 -3.552665 -3.620883 -0.26 -0.50 -1.11 0.0947
H 1.927089 -1.900733 -2.789729 0.46 -0.04 0.72 0.0689
H 1.473584 -0.375964 -4.076087 -0.78 -0.54 0.12 0.1129
H -0.215408 -1.069444 -4.172730 0.28 -0.08 0.58 0.1122
H 2.169724 -1.644330 -5.908242 -1.04 -0.32 -0.09 0.1334
H 0.864472 -0.585824 -6.420615 -0.21 -0.16 0.87 0.1252
H 1.470886 -4.092774 -5.995813 -0.39 -0.55 -0.59 0.0856
H 1.757497 -3.276888 -7.486979 -0.39 -0.35 -0.48 0.0810
H 0.282170 -4.363793 -7.370862 -0.17 0.39 0.12 0.0846
C -4.642475 0.240601 -0.966069 0.62 0.68 -0.18 -0.0647
O -3.329337 0.845629 -0.951136 -0.13 -0.80 -0.79 -0.2468
C -2.271431 0.090158 -1.647259 -1.27 -0.11 0.28 -0.1523
C -0.971526 0.676819 -1.087084 0.09 -0.53 0.40 -0.1391
N 0.008716 -0.303725 -0.581652 -1.59 0.74 0.65 -0.0391
C -0.530651 -1.471126 0.096065 -1.48 2.02 0.90 -0.2143
C 0.521459 -2.078145 0.936598 2.47 0.16 -0.96 -0.2261
O 0.826900 -1.533605 2.207143 -0.72 -0.01 -0.35 -0.1791
C -0.008643 -2.155320 3.173909 -1.40 1.54 -0.99 -0.0732
H -5.323049 0.970789 -0.523911 0.16 -0.16 0.28 0.0911
H -4.674131 -0.714160 -0.438168 0.15 0.06 0.07 0.0735
H -4.981119 0.116779 -1.980824 -0.05 -0.33 -0.62 0.0716
H -2.421179 0.105448 -2.742560 0.08 0.61 0.33 0.0805
H -2.428349 -0.984764 -1.428454 0.31 0.46 0.30 0.1016
H -1.355063 1.319406 -0.272023 0.58 -0.43 -0.05 0.0985
H -0.418922 1.352061 -1.735281 -0.15 -0.04 -0.46 0.1098
H 0.615705 -0.650201 -1.283765 0.75 0.17 -1.11 0.0623
H -0.975929 -2.181420 -0.582067 0.12 -0.61 -0.13 0.0681
H -1.413221 -1.180294 0.714327 0.54 0.06 -0.08 0.1386
H 1.501172 -2.018476 0.383221 -0.84 -0.19 0.26 0.1408
H 0.236964 -3.088100 0.990207 0.00 -1.79 0.64 0.0895
H 0.142031 -1.609025 4.068953 0.11 0.40 1.07 0.0700
H 0.261805 -3.169335 3.318546 0.02 -1.14 0.07 0.0593
H -1.094912 -2.010584 2.865690 1.05 -0.52 0.47 0.1093
C 2.722174 3.024326 -3.723051 1.27 -0.46 -1.05 -0.1410
O 2.469946 4.164651 -2.983386 -0.26 0.36 0.25 -0.1911
C 1.614303 3.864892 -1.868000 -0.22 0.14 -2.47 -0.2089
C 1.561617 5.070996 -1.022245 0.72 -0.06 0.53 -0.2349
N 0.937863 6.189634 -1.684645 0.28 1.27 -0.24 -0.0310
C 1.235906 7.540176 -1.115897 -4.51 -1.96 1.16 -0.1745
C 0.479914 8.589072 -1.926477 1.36 0.85 1.17 -0.2682
O -0.891375 8.462876 -2.100484 -0.09 -1.19 0.53 -0.1654
C -1.366453 9.602579 -2.722819 -0.19 0.50 -1.36 -0.1427
H 3.408759 2.363927 -3.185717 -0.11 -0.23 0.06 0.0663
H 3.226385 3.292728 -4.666532 -0.15 0.17 0.34 0.0944
H 1.851657 2.440439 -4.011374 -0.50 -0.03 0.21 0.0784
H 1.948108 2.923650 -1.427460 -0.14 0.24 0.57 0.1039
H 0.605175 3.755392 -2.323564 0.14 -0.44 0.44 0.1308
H 2.569493 5.342443 -0.736287 0.58 -0.13 0.42 0.1072
H 1.055368 4.664722 -0.170466 -0.55 0.64 1.01 0.0815
H 1.319958 6.242706 -2.617649 -0.02 -0.41 -0.42 0.1008
H 2.218861 7.847259 -0.983854 2.30 0.30 -0.31 0.0883
H 0.830088 7.485741 -0.068274 0.15 0.31 -0.76 0.1351
H 0.974304 8.667937 -2.877505 0.28 0.00 -0.96 0.1135
H 0.686012 9.560873 -1.420336 -0.04 -0.27 -0.16 0.1251
H -2.467474 9.587932 -2.738336 0.48 0.01 0.07 0.0949
H -0.980205 9.694991 -3.784592 -0.42 -0.17 0.84 0.1047
H -0.976740 10.465666 -2.191009 -0.30 0.54 0.12 0.0754
C 6.689236 3.835141 -1.208607 2.55 0.18 1.35 -0.1096
O 6.301012 3.430427 0.090483 -0.82 1.01 0.04 -0.1894
C 4.922120 3.766017 0.287214 0.05 1.30 2.19 -0.2242
C 4.519143 3.490336 1.757974 0.18 1.91 -1.04 -0.2265
N 4.692964 2.115396 2.110721 2.09 0.00 -0.20 -0.0801
C 4.060503 1.759705 3.348483 -0.64 -0.16 0.62 -0.2125
C 4.366629 0.310164 3.665593 -2.12 -0.41 0.34 -0.2059
O 3.688609 -0.028123 4.861000 -1.27 1.15 0.06 -0.2060
C 4.217026 -1.030361 5.625862 2.14 -2.36 -1.55 -0.1584
H 7.627686 3.305949 -1.393541 -0.10 -0.04 -0.23 0.0918
H 6.939537 4.902975 -1.328995 -0.45 -0.10 0.41 0.0967
H 5.980232 3.557692 -1.906597 -1.59 -0.57 -1.65 0.0497
H 4.361644 3.153860 -0.382006 -0.87 -0.15 -0.69 0.0837
H 4.667483 4.888231 0.222288 0.72 -1.45 -0.75 0.1400
H 3.456515 3.749935 1.840385 0.04 -0.15 -0.08 0.1080
H 5.067018 4.322635 2.344540 -0.43 -1.55 -0.17 0.1436
H 5.729436 1.962163 2.164950 -1.28 -0.10 -0.01 0.1441
H 2.963308 1.864461 3.218100 0.48 -0.02 0.07 0.1268
H 4.344056 2.410695 4.202554 0.01 -0.28 -0.25 0.1330
H 5.379448 0.136865 3.870673 1.91 -0.16 -0.33 0.0997
H 3.952528 -0.358419 2.883022 0.61 0.30 0.00 0.1356
H 3.518030 -1.278425 6.415717 0.01 -0.24 -0.02 0.0810
H 5.211311 -0.780094 6.030695 -0.23 0.35 0.37 0.0782
H 4.540557 -1.970036 4.949913 -1.25 1.42 1.35 0.1252
N -4.456381 2.709389 -4.987296 1.41 0.40 0.58 0.1512
C -3.618990 1.612059 -4.883645 0.93 0.26 -0.41 -0.6198
N -2.270204 1.962919 -4.863366 -1.21 0.32 0.48 0.1516
O -3.988992 0.432723 -4.928066 0.10 1.12 0.06 -0.0098
H -4.178545 3.637419 -4.602214 -0.38 -1.44 -0.59 0.1260
H -5.407204 2.469128 -4.942222 -1.26 -0.05 0.16 0.0801
H -2.081694 2.913453 -4.497107 0.38 -1.35 -0.37 0.1153
H -1.670447 1.169371 -4.662166 0.16 0.63 0.15 0.0863
N -3.164890 -2.481353 -3.819421 1.30 -0.65 0.05 0.1881
C -4.387285 -3.009114 -3.968241 -1.22 -0.32 0.80 -0.6928
N -5.341228 -2.229045 -4.542130 -1.64 0.89 -0.53 0.1413
O -4.696142 -4.118589 -3.499541 0.30 0.15 -0.06 -0.0422
H -2.973470 -1.570900 -4.213990 0.25 -0.22 -0.05 0.0703
H -2.427226 -3.166163 -3.571424 -0.75 1.17 -0.34 0.1084
H -6.315408 -2.583347 -4.368796 1.72 0.73 -0.54 0.1288
H -5.189137 -1.266024 -4.950802 -0.06 -1.71 0.94 0.0907
N 2.614587 0.629747 0.034099 0.16 -0.31 -1.44 0.1927
C 3.284040 0.395871 -1.124145 -0.58 -0.33 -0.20 -0.6227
N 4.687431 0.457761 -1.159485 -1.07 -0.09 -0.51 0.1608
O 2.654250 0.074883 -2.146211 0.35 -0.10 -0.06 -0.0517
H 1.576773 0.715992 0.054065 1.13 -0.32 -0.25 0.0779
H 3.125390 0.927705 0.811338 0.79 0.72 1.34 0.0400
H 5.129146 1.032755 -0.462877 0.30 0.08 0.04 0.0587
H 5.083696 0.424708 -2.114784 -0.50 0.15 1.20 0.1157
N -0.524537 1.375127 2.187466 -1.85 0.96 0.60 0.1987
C -0.065139 2.538036 1.648993 1.88 -1.05 -1.72 -0.6295
N -1.008110 3.498932 1.537603 1.28 -0.08 0.60 0.1889
O 1.076414 2.685150 1.139422 -1.32 -0.18 1.30 -0.0314
H -1.551688 1.307883 2.240705 0.77 -0.10 0.15 0.0891
H -0.053044 0.505550 2.222432 1.09 -0.54 -0.23 0.0631
H -0.788573 4.152977 0.825921 -0.40 0.69 -0.36 0.0921
H -1.908501 3.192349 1.775575 -1.71 0.25 -0.03 0.0521
N -3.200869 -4.143813 -0.661838 -3.41 0.52 -1.42 0.1858
C -4.179069 -3.491645 0.064285 1.07 0.32 -0.21 -0.6391
N -5.391112 -3.343964 -0.536366 1.02 -1.04 -0.97 0.1776
O -3.913767 -2.975538 1.150715 -0.19 -0.10 0.10 -0.0092
H -2.409770 -4.399191 -0.158351 1.46 -0.65 0.51 0.0543
H -3.570950 -4.627174 -1.501511 1.08 0.25 0.72 0.1009
H -6.078719 -2.892282 -0.006022 -0.98 0.48 0.59 0.0897
H -5.610706 -3.830354 -1.406676 0.10 0.38 0.38 0.0912
O -3.695819 1.865290 1.629698 0.36 0.81 0.02 -0.0706
H -3.976681 1.035513 2.034076 0.14 -0.35 -0.24 0.0165
H -3.492076 1.749747 0.680945 -0.20 -0.61 0.48 0.0145
O -3.751970 -0.909084 3.120411 0.08 -0.81 -0.90 -0.0820
H -3.761148 -1.692672 2.506754 -0.15 0.89 0.49 0.0089
H -3.347691 -1.247000 3.931801 -0.04 0.09 0.18 -0.0078
```
Forces are in eV/Å.

Calculated values
net charge = 0
E_tot = -95057.7125 eV
HOMO level = -8.63 eV
SMILES string = COCCNCCOC.COCCNCCOC.COCCNCCOC.COCCNCCOC.COCCNCCOC.NC(N)=O.NC(N)=O.NC(N)=O.NC(N)=O.NC(N)=O.O.O
gap between HOMO and LUMO = 8.94 eV
LUMO = 0.30 eV